A single C10H22Si2 molecule at a distorted geometry. Source: the OMol25 dataset; level of theory: ωB97M-V/def2-TZVPD.

Output
gap between HOMO and LUMO	10.1	eV
maximum force	4.50	eV/Å
M	198.458	g mol⁻¹
HOMO energy	-9.2	eV
SMILES	C=C(C)[Si](C)(C(=C)C)[Si](C)(C)C
LUMO	0.8	eV

Last column: natural (NBO) charge in e.
Positions of all 34 atoms, in Å:
1 C 1.952 2.752 0.313  -0.379
2 C 1.510 1.574 0.718  -0.380
3 C 1.495 1.084 2.093  -0.673
4 Si 0.536 0.268 -0.306  1.090
5 C 0.649 0.764 -2.206  -1.081
6 C 1.744 -1.352 -0.210  -0.344
7 C 1.820 -1.988 0.938  -0.416
8 C 2.682 -1.657 -1.300  -0.653
9 Si -1.783 -0.194 -0.025  1.131
10 C -2.452 0.026 1.766  -1.037
11 C -2.361 -2.003 -0.243  -1.056
12 C -2.926 0.931 -1.180  -1.021
13 H 2.122 3.039 -0.689  0.198
14 H 2.476 3.481 0.969  0.185
15 H 0.364 1.123 2.410  0.223
16 H 2.241 1.668 2.735  0.216
17 H 1.913 0.072 2.169  0.236
18 H 0.059 0.015 -2.710  0.225
19 H 0.232 1.704 -2.585  0.237
20 H 1.518 0.556 -2.729  0.231
21 H 1.216 -1.755 1.888  0.196
22 H 2.469 -2.882 1.013  0.187
23 H 3.621 -1.024 -1.235  0.228
24 H 2.184 -1.426 -2.388  0.210
25 H 3.079 -2.684 -1.269  0.217
26 H -2.269 0.969 2.063  0.215
27 H -3.498 -0.188 1.800  0.231
28 H -1.962 -0.623 2.376  0.219
29 H -1.925 -2.595 -0.956  0.226
30 H -2.060 -2.459 0.769  0.226
31 H -3.407 -2.149 -0.319  0.235
32 H -3.302 1.756 -0.554  0.228
33 H -2.448 1.352 -1.944  0.218
34 H -3.767 0.346 -1.517  0.231